1.
DFT (wB97M-V/def2-TZVPD) results for a structure of composition C30H45GeN4PdS3.

The geometry in XYZ format:
```
84
Properties=species:S:1:pos:R:3:forces:R:3
Pd -0.202 -0.763 0.113 -0.3 0.6 0.5
S 1.842 0.398 0.506 0.1 0.0 0.1
C 1.854 0.538 2.219 -0.3 -0.3 -0.1
N 2.577 1.417 2.834 0.1 0.2 0.1
C 2.552 1.497 4.311 0.0 0.0 -0.1
C 2.503 0.107 4.864 -0.1 -0.1 0.0
N 1.328 -0.586 4.293 0.1 -0.1 0.3
C 0.603 -1.462 5.262 0.0 0.1 -0.1
C -0.056 -0.609 6.316 0.0 -0.1 0.0
C -1.055 0.296 5.967 0.0 0.0 0.0
C -1.645 1.084 6.942 0.0 0.0 0.0
C -1.242 0.966 8.268 0.0 0.0 0.0
C -0.252 0.062 8.618 0.0 -0.1 0.0
C 0.347 -0.724 7.641 0.0 0.0 0.1
C 0.978 -0.384 3.065 0.0 0.1 -0.3
S -0.454 -1.088 2.405 0.3 -0.3 0.0
C 3.486 2.399 2.162 -0.1 -0.1 0.0
C 4.916 2.105 2.521 0.0 0.0 0.0
C 5.550 0.993 1.970 0.0 0.0 0.0
C 6.860 0.701 2.315 0.0 0.0 0.0
C 7.542 1.521 3.206 0.0 0.0 0.0
C 6.918 2.635 3.748 0.0 0.0 0.0
C 5.603 2.926 3.408 0.0 0.0 0.0
H 1.682 2.086 4.610 0.0 0.0 0.0
H 3.458 2.005 4.629 0.0 0.0 0.0
H 2.376 0.129 5.944 0.0 0.0 0.0
H 3.397 -0.470 4.617 0.0 0.0 0.0
H 1.367 -2.102 5.703 0.0 0.0 0.0
H -0.098 -2.079 4.707 0.0 0.0 0.0
H -1.396 0.374 4.938 0.0 0.0 0.0
H -2.430 1.779 6.676 0.0 0.0 0.0
H -1.707 1.577 9.029 0.0 0.0 0.0
H 0.052 -0.041 9.651 0.0 0.0 0.0
H 1.113 -1.439 7.919 0.0 0.0 0.0
H 3.175 3.383 2.514 0.0 0.0 0.0
H 3.306 2.337 1.093 0.0 0.0 0.0
H 5.026 0.368 1.253 0.0 0.0 0.0
H 7.359 -0.153 1.877 0.0 0.0 0.0
H 8.567 1.297 3.467 0.0 0.0 0.0
H 7.457 3.284 4.424 0.0 0.0 0.0
H 5.126 3.812 3.814 0.0 0.0 0.0
C 4.160 -4.838 -3.634 0.0 0.0 0.0
C 2.840 -4.198 -3.220 0.0 0.0 0.0
C 2.948 -2.679 -3.159 -0.1 0.0 0.0
C 1.627 -1.928 -2.908 0.3 0.0 -0.1
Ge 0.696 -2.397 -1.292 -0.1 0.0 0.1
C 0.285 -4.076 -0.457 -0.1 -0.2 0.1
C -1.070 -4.556 -1.020 0.1 0.0 0.1
C -1.050 -4.824 -2.521 0.0 0.0 0.1
C -2.396 -5.315 -3.036 0.0 0.0 0.0
H 4.082 -5.923 -3.654 0.0 0.0 0.0
H 4.959 -4.571 -2.941 0.0 0.0 0.0
H 4.456 -4.508 -4.631 0.0 0.0 0.0
H 2.545 -4.597 -2.243 0.0 0.0 0.0
H 2.053 -4.480 -3.927 0.0 0.0 0.0
H 3.313 -2.309 -4.121 0.0 0.0 0.0
H 3.694 -2.375 -2.421 0.0 0.0 0.0
H 0.887 -2.161 -3.687 0.0 0.0 0.0
H 1.758 -0.848 -2.881 0.0 0.0 -0.1
H -1.490 -1.612 -0.121 0.0 0.0 0.0
H 0.241 -3.923 0.621 0.0 0.0 0.0
H 1.099 -4.764 -0.692 -0.1 -0.1 0.0
H -1.857 -3.832 -0.783 0.0 0.0 0.0
H -1.331 -5.465 -0.475 0.0 0.0 -0.1
H -0.271 -5.555 -2.750 0.0 0.0 0.0
H -0.766 -3.904 -3.064 0.0 0.1 0.0
H -2.669 -6.257 -2.560 0.0 0.0 0.0
H -2.371 -5.487 -4.111 0.0 0.0 0.0
H -3.192 -4.598 -2.823 0.0 0.0 0.0
S -0.548 0.486 -1.742 -0.1 -0.1 -0.8
C -1.976 -0.056 -2.667 0.0 0.2 0.1
N -1.854 -0.156 -3.976 0.1 0.0 0.0
C -2.991 -0.464 -4.868 0.0 0.1 0.0
C -3.995 -1.297 -4.093 0.0 -0.1 0.0
C -4.372 -0.584 -2.808 0.0 0.1 0.0
N -3.136 -0.238 -2.077 0.0 -0.1 0.0
H -0.959 0.087 -4.374 0.0 -0.1 0.0
H -2.597 -1.000 -5.729 0.0 0.0 0.0
H -3.426 0.471 -5.222 0.0 0.0 0.0
H -3.558 -2.272 -3.859 0.0 0.0 0.0
H -4.883 -1.473 -4.696 0.0 0.0 0.0
H -4.981 -1.208 -2.157 0.0 0.0 0.0
H -4.923 0.336 -3.009 0.0 0.0 0.0
H -3.178 -0.062 -1.085 0.0 0.0 0.0
```
Positions in Å, forces in eV/Å.

Properties
energy above the lowest of the compared OMol25 structures with the same formula, charge and spin	22.7	kcal per mole
orbital gap	5.5	eV
DFT total energy	-4787.6484	a.u.
HOMO energy	-15.78	eV
total charge	+3
LUMO	-10.27	eV

Atom charges from the Mulliken analysis, given in e for atoms 1 to 5: Pd -1.03; S -0.23; C 0.76; N 0.13; C -0.62

---

2.
DFT (wB97M-V/def2-TZVPD) results for the ion C5H10N3 with charge +1 at a distorted geometry.

The geometry in XYZ format:
```
18
Properties=species:S:1:pos:R:3:forces:R:3
C 1.465 0.536 -1.263 0.0 -0.8 -0.8
C 0.203 0.828 -1.819 1.2 -0.6 2.2
C -0.644 -0.291 0.087 4.8 0.0 -0.4
C -1.552 -0.243 1.203 1.0 -2.6 1.1
C 2.508 -0.758 0.611 1.0 0.0 1.0
N 1.618 0.021 -0.098 -5.7 1.8 0.6
N -0.822 0.402 -0.974 3.9 0.2 -2.1
N -2.658 0.460 0.673 -0.9 1.0 0.8
H 2.294 0.502 -1.950 0.5 0.4 -0.4
H 0.175 1.313 -2.772 -1.0 0.0 -0.2
H -0.954 0.128 2.064 -0.8 0.1 -0.2
H -1.758 -1.382 1.392 0.1 2.0 0.3
H 3.082 -1.324 -0.056 0.8 -1.7 -0.7
H 3.236 -0.214 1.213 -0.2 0.7 -0.1
H 1.915 -1.284 1.337 0.1 -0.8 0.1
H -1.736 0.434 -1.266 -2.9 0.9 -0.9
H -3.243 -0.268 0.366 -1.8 -0.3 -0.3
H -3.129 1.143 1.253 0.0 -0.3 0.1
```
Positions in Å, forces in eV/Å.

Properties
energy above the lowest of the compared OMol25 structures with the same formula, charge and spin	138.2	kcal per mole
orbital gap (spin up / spin down)	7.4 / 7.4	eV
DFT total energy	-360.3549	a.u.
HOMO energy (spin up / spin down)	-12.67 / -12.67	eV
total charge	+1
LUMO (spin up / spin down)	-5.26 / -5.30	eV

Atom charges from the Mulliken analysis, given in e for atoms 1 to 5: C 0.12; C -0.57; C 0.13; C -0.28; C -0.76

---

3.
DFT (wB97M-V/def2-TZVPD) results for a structure of composition C39H41AuBrN4O3SSi.

The geometry in XYZ format:
```
91
Properties=species:S:1:pos:R:3:forces:R:3
Au 0.397 -0.715 0.273 0.2 -0.1 0.1
O 0.217 1.082 1.257 -0.1 0.0 0.0
S -1.168 1.721 1.576 0.0 0.0 0.0
C -0.643 3.389 2.015 -0.1 0.0 0.0
C -0.062 4.115 0.837 0.0 0.0 0.0
C -0.888 4.669 -0.136 0.0 0.0 0.0
C -0.340 5.381 -1.190 0.0 0.0 0.0
C 1.037 5.540 -1.281 0.0 0.0 0.0
C 1.865 4.976 -0.322 0.0 0.0 0.0
C 1.316 4.262 0.734 0.0 0.0 0.0
C -1.652 1.103 3.216 0.0 0.0 0.0
C -0.579 1.185 4.255 0.0 0.0 0.0
C -0.583 2.210 5.197 0.0 0.0 0.0
C 0.421 2.291 6.150 0.0 0.0 0.0
C 1.439 1.348 6.166 0.0 0.0 0.0
C 1.444 0.318 5.235 0.0 0.0 0.0
C 0.438 0.235 4.285 0.0 0.0 0.0
H 0.069 3.295 2.834 0.0 0.0 0.0
H -1.554 3.868 2.384 0.0 0.0 0.0
H -1.964 4.560 -0.060 0.0 0.0 0.0
H -0.988 5.819 -1.938 0.0 0.0 0.0
H 1.462 6.107 -2.098 0.0 0.0 0.0
H 2.937 5.104 -0.387 0.0 0.0 0.0
H 1.958 3.833 1.494 0.0 0.0 0.0
H -1.976 0.086 3.004 0.0 0.0 0.0
H -2.531 1.704 3.465 0.0 0.0 0.0
H -1.382 2.942 5.193 0.0 0.0 0.0
H 0.405 3.086 6.884 0.0 0.0 0.0
H 2.221 1.408 6.911 0.0 0.0 0.0
H 2.227 -0.428 5.258 0.0 0.0 0.0
H 0.429 -0.581 3.573 0.0 0.0 0.0
C 0.772 -3.532 0.746 0.0 0.0 0.0
N 0.976 -4.893 0.336 0.0 0.0 0.0
C -0.028 -5.245 -0.677 0.0 0.0 0.0
N 0.113 -4.397 -1.869 0.0 0.0 0.0
C -0.110 -3.026 -1.498 0.0 0.0 -0.1
N 0.897 -2.582 -0.451 0.0 0.0 0.0
C 2.275 -2.799 -1.031 0.0 0.0 0.0
N 2.475 -4.174 -1.407 0.0 0.0 0.0
C 2.311 -5.038 -0.237 0.0 0.0 0.0
C 1.466 -4.543 -2.405 0.0 0.0 0.0
H 1.540 -3.233 1.464 0.0 0.0 0.0
H -0.227 -3.405 1.154 0.0 0.0 0.0
H -1.023 -5.109 -0.256 0.0 0.0 0.0
H 0.110 -6.286 -0.966 0.0 0.0 0.0
H -1.103 -2.909 -1.070 0.0 0.0 0.0
H 0.019 -2.370 -2.362 0.0 0.0 0.0
H 3.004 -2.495 -0.278 0.0 0.0 0.0
H 2.372 -2.167 -1.907 0.0 0.0 0.0
H 3.058 -4.774 0.514 0.0 0.0 0.0
H 2.465 -6.074 -0.537 0.0 0.0 0.0
H 1.624 -5.580 -2.701 0.0 0.0 0.0
H 1.579 -3.905 -3.284 0.0 0.0 0.0
Br -8.388 -0.053 0.828 0.0 0.0 0.0
C -6.595 -0.648 0.860 0.0 0.0 0.0
C -6.327 -2.004 0.974 0.0 0.0 0.0
C -5.010 -2.432 0.990 0.0 0.0 0.0
C -3.966 -1.517 0.909 0.0 0.0 0.0
C -4.257 -0.163 0.786 0.0 -0.1 0.0
C -5.571 0.279 0.760 0.0 0.0 0.0
C -2.551 -2.031 0.923 0.1 0.1 -0.1
O -2.340 -3.224 0.732 0.0 -0.1 0.0
O -1.622 -1.146 1.128 -0.2 0.1 0.1
H -7.140 -2.712 1.047 0.0 0.0 0.0
H -4.774 -3.484 1.072 0.0 0.0 0.0
H -3.450 0.547 0.684 0.0 0.0 0.0
H -5.802 1.331 0.656 0.0 0.0 0.0
C -1.628 2.850 -3.607 0.0 0.0 0.0
C -0.287 3.167 -3.770 0.0 0.0 0.0
C 0.670 2.569 -2.965 0.0 0.0 0.0
C 0.306 1.644 -1.981 -0.1 0.0 0.0
C -1.052 1.333 -1.837 0.0 0.0 0.0
C -2.011 1.932 -2.640 0.0 0.0 0.0
Si 1.693 0.833 -1.036 0.0 0.0 0.0
C 2.935 0.127 -2.202 0.0 0.0 0.0
C 2.595 -0.199 -3.520 0.0 0.0 0.0
C 3.519 -0.807 -4.357 0.0 0.0 0.0
C 4.795 -1.093 -3.887 0.0 0.0 0.0
C 5.155 -0.755 -2.589 0.0 0.0 0.0
C 4.231 -0.146 -1.754 0.0 0.0 0.0
H -2.374 3.312 -4.241 0.0 0.0 0.0
H 0.015 3.880 -4.526 0.0 0.0 0.0
H 1.714 2.823 -3.115 0.0 0.0 0.0
H -1.383 0.602 -1.104 0.0 0.0 0.0
H -3.054 1.668 -2.520 0.0 0.0 0.0
H 2.379 1.590 0.023 0.0 0.0 0.0
H 1.601 0.023 -3.894 0.0 0.0 0.0
H 3.248 -1.054 -5.375 0.0 0.0 0.0
H 5.514 -1.571 -4.539 0.0 0.0 0.0
H 6.155 -0.965 -2.232 0.0 0.0 0.0
H 4.519 0.115 -0.741 0.0 0.0 0.0
```
Positions in Å, forces in eV/Å.

Properties
orbital gap	7.3	eV
DFT total energy	-5352.6783	a.u.
HOMO energy	-10.93	eV
total charge	+1
LUMO	-3.59	eV

Atom charges from the Mulliken analysis, given in e for atoms 1 to 5: Au 0.89; O -0.95; S 1.26; C -1.66; C 0.44